1.
The following is a DFT calculation (ωB97M-V/def2-TZVPD) of a cluster of 4 separate species, C2H12N2O3 in total in a non-equilibrium geometry.

The calculation puts the total energy at -11388.73451 eV. The calculation puts the HOMO-LUMO gap (alpha / beta) at 2.15 / 8.53 eV. The LUMO energy (alpha / beta) is 2.819 / 2.780 eV. As for the expectation value of S²: 0.7504. Its HOMO energy (alpha / beta) is 0.7 / -5.8 eV.

```
! wB97M-V def2-TZVPD RIJCOSX def2/J DEFGRID3
* xyz -1 2
C 0.310 -0.851 -2.087
C 1.441 -1.078 -1.408
N 2.777 -0.569 -1.621
N -0.783 -1.843 -2.047
H -0.001 0.075 -2.526
H 1.362 -1.887 -0.665
H 3.262 -1.406 -1.939
H 3.130 -0.352 -0.660
H -1.350 -1.405 -1.312
H -1.132 -1.791 -2.992
H 2.445 1.667 0.810
H 2.759 0.789 1.999
O 2.424 0.727 1.082
H -0.556 2.844 0.712
H -0.154 4.111 0.131
O -0.817 3.782 0.759
H -5.051 -1.706 4.091
H -4.978 -0.184 4.138
O -5.090 -0.923 3.536
*
```

And the Mulliken charges, in e, turn out to be: -0.3643, -0.3103, -0.6959, -0.6321, 0.3029, 0.1191, 0.3360, 0.3929, 0.2685, 0.2809, 0.4570, 0.5666, -1.4134, 0.4587, 0.4658, -1.2164, 0.3187, 0.3353, -0.6699

=====

2.
The following is a DFT calculation (ωB97M-V/def2-TZVPD) of a cluster of 4 separate species, C2H12N2O3 in total in a non-equilibrium geometry.

The calculation puts the total energy at -11390.37463 eV. The calculation puts the HOMO-LUMO gap at 9.10 eV. The LUMO energy is 0.865 eV. As for the SMILES: N/C=C/N.O.O.O. Its HOMO energy is -8.2 eV.

```
! wB97M-V def2-TZVPD RIJCOSX def2/J DEFGRID3
* xyz 0 1
N 0.702 2.220 1.978
C 1.476 1.146 1.361
C 1.122 0.640 0.193
N 1.606 -0.589 -0.332
H 1.066 2.424 2.900
H 0.946 3.086 1.503
H 2.145 0.645 2.060
H 0.415 1.126 -0.459
H 2.047 -0.395 -1.226
H 2.263 -0.997 0.317
O -2.110 1.942 1.838
H -1.189 2.263 1.826
H -2.765 2.531 1.455
O -3.439 0.626 -0.890
H -3.343 1.369 -0.283
H -3.936 -0.002 -0.353
O 1.377 -6.043 -3.814
H 1.084 -5.941 -4.728
H 0.533 -6.052 -3.344
*
```

And the Mulliken charges, in e, turn out to be: -0.6186, -0.2949, -0.1496, -0.5171, 0.2243, 0.2764, 0.2067, 0.2861, 0.2420, 0.2351, -0.6786, 0.4678, 0.3298, -0.6199, 0.2937, 0.3170, -0.6412, 0.3193, 0.3217

=====

> Which value of total energy does entry 1 give?

-11388.73451 eV

=====

> Which formula does entry 1 have?

C2H12N2O3